Molecular formula: C9H19
Method: DFT, the ωB97M-V functional and the def2-TZVPD basis

As for the multiplicity: 2. The calculation puts the strongest force on any atom at 5.33 eV/Å. For the lowest unoccupied orbital energy (spin up / spin down), the calculation gives 1.163 / 0.031 eV. Its expectation value of S² is 0.7584. The HOMO energy (spin up / spin down) is -0.2838 / -0.3596 hartree. Its frontier orbital gap (spin up / spin down) is 8.89 / 9.82 eV.

Each atom is followed by the atoms it is bonded to, with distances in Å.
Cartesian coordinates (Å):
1 C 2.731 1.496 2.361  C7 1.452, C16 1.757, H23 1.121, H24 1.129
2 C 0.889 1.690 -0.025  H3 1.046, C10 1.601, C16 1.625, H22 1.043
3 H 0.248 2.053 0.717  C2 1.046
4 H 4.643 2.443 3.122  C7 1.115
5 C -3.599 -2.808 -1.573  H13 1.118, H15 1.118, C19 1.542, H28 1.121
6 H -1.213 -2.030 -0.354  C8 1.101
7 C 4.069 1.508 2.925  C1 1.452, H4 1.115, H20 1.115
8 C -1.568 -1.329 -1.125  H6 1.101, H18 1.102, C19 1.512, C21 1.565
9 H 0.807 -0.526 0.165  C10 1.110
10 C 0.449 0.243 -0.551  C2 1.601, H9 1.110, H17 1.109, C21 1.522
11 H -1.393 0.788 -1.546  C21 1.104
12 H 2.804 0.616 0.013  C16 1.118
13 H -3.223 -3.165 -2.564  C5 1.118
14 H 2.937 2.359 0.593  C16 1.123
15 H -3.324 -3.557 -0.790  C5 1.118
16 C 2.340 1.409 0.651  C1 1.757, C2 1.625, H12 1.118, H14 1.123
17 H 0.946 0.038 -1.521  C10 1.109
18 H -1.109 -1.633 -2.080  C8 1.102
19 C -3.074 -1.399 -1.231  C5 1.542, C8 1.512, H25 1.101, H26 1.101
20 H 4.625 0.558 3.102  C7 1.115
21 C -1.053 0.101 -0.752  C8 1.565, C10 1.522, H11 1.104, H27 1.103
22 H 0.953 2.292 -0.874  C2 1.043
23 H 2.168 0.542 2.533  C1 1.121
24 H 2.177 2.464 2.539  C1 1.129
25 H -3.428 -0.704 -2.009  C19 1.101
26 H -3.526 -1.090 -0.276  C19 1.101
27 H -1.561 0.406 0.179  C21 1.103
28 H -4.717 -2.763 -1.627  C5 1.121

Molecular formula: C4H10BN
Method: DFT, the ωB97M-V functional and the def2-TZVPD basis

The value obtained for the relative energy (zero: lowest compared OMol25 entry of this formula, charge and spin) is 100.9 kcal/mol. The calculation puts the strongest force on any atom at 3.97 eV/Å. For the lowest unoccupied orbital energy, the calculation gives 0.471 eV. The HOMO energy is -0.3171 hartree. Its frontier orbital gap is 9.10 eV.

Each atom is followed by the atoms it is bonded to, with distances in Å.
Cartesian coordinates (Å):
1 H 3.163 2.212 -1.652  C11 1.093
2 C -1.939 -1.110 1.338  B3 1.849, H4 1.178, H7 1.120, N9 1.474, C12 1.534
3 B -0.833 -0.427 0.023  C2 1.849, C5 1.527, N9 1.412, C12 1.482
4 H -2.931 -0.558 1.652  C2 1.178
5 C 0.395 -0.908 0.792  B3 1.527, C12 1.507, H14 1.009, H15 1.083
6 H -0.749 0.374 2.485  C12 1.146
7 H -1.882 -2.104 1.850  C2 1.120
8 H 1.485 2.789 -1.880  C11 1.123
9 N -2.044 -1.138 -0.132  C2 1.474, B3 1.412, H13 0.977
10 H 2.406 2.209 -3.203  C11 1.089
11 C 2.219 1.986 -2.154  H1 1.093, H8 1.123, H10 1.089, H16 1.216
12 C -0.729 -0.178 1.481  C2 1.534, B3 1.482, C5 1.507, H6 1.146
13 H -2.222 -1.955 -0.639  N9 0.977
14 H 0.633 -1.744 1.304  C5 1.009
15 H 1.312 -0.331 0.774  C5 1.083
16 H 1.719 0.883 -2.039  C11 1.216

Molecular formula: C5H20O7
Method: DFT, the ωB97M-V functional and the def2-TZVPD basis

The value obtained for the relative energy (zero: lowest compared OMol25 entry of this formula, charge and spin) is 76.2 kcal/mol. The SMILES is O=CCCCCO.O.O.O.O.O. The calculation puts the strongest force on any atom at 4.50 eV/Å. For the lowest unoccupied orbital energy, the calculation gives 0.351 eV. The HOMO energy is -0.3441 hartree. Its frontier orbital gap is 9.72 eV.

Each atom is followed by the atoms it is bonded to, with distances in Å.
Cartesian coordinates (Å):
1 H -0.176 -0.761 -2.663  O3 1.026
2 H 1.843 -2.626 -2.134  O28 0.992
3 O -0.829 0.024 -2.768  H1 1.026, H4 0.976
4 H -1.603 -0.167 -2.206  O3 0.976
5 H 2.159 1.077 1.609  C8 1.229
6 H -0.436 1.373 0.067  C16 1.146
7 H -0.233 -0.443 0.813  C25 1.163
8 C 1.942 0.067 0.944  H5 1.229, H11 1.072, C13 1.633, C25 1.580
9 H 1.052 3.540 -0.754  O31 0.940
10 H 0.062 1.822 -1.714  C16 1.109
11 H 2.791 -0.587 0.906  C8 1.072
12 H 1.127 -0.182 -1.206  C13 1.160
13 C 1.645 0.631 -0.560  C8 1.633, H12 1.160, C16 1.656, H29 1.166
14 H 1.362 -3.092 1.513  C30 1.132
15 H -0.380 1.824 1.710  O17 1.006
16 C 0.386 1.701 -0.661  H6 1.146, H10 1.109, C13 1.656, O31 1.374
17 O -1.054 1.747 2.452  H15 1.006, H27 0.974
18 O -3.201 -0.633 -0.858  H19 0.919, H24 0.923
19 H -4.096 -0.436 -0.802  O18 0.919
20 H 0.333 -0.739 2.440  C25 1.073
21 O 1.441 -2.230 -0.304  C30 1.239
22 H -2.928 -0.532 2.268  O32 0.954
23 H -2.119 0.755 1.855  O32 0.946
24 H -2.858 -0.326 -0.058  O18 0.923
25 C 0.695 -0.773 1.430  H7 1.163, C8 1.580, H20 1.073, C30 1.560
26 H 0.535 -2.984 -2.789  O28 1.075
27 H -0.982 2.540 3.014  O17 0.974
28 O 1.359 -2.311 -2.940  H2 0.992, H26 1.075
29 H 2.631 1.094 -0.975  C13 1.166
30 C 1.151 -2.166 0.898  H14 1.132, O21 1.239, C25 1.560
31 O 0.785 2.899 -0.120  H9 0.940, C16 1.374
32 O -2.406 -0.106 1.592  H22 0.954, H23 0.946

Molecular formula: C2H4F2N2S
Method: DFT, the ωB97M-V functional and the def2-TZVPD basis

The value obtained for the relative energy (zero: lowest compared OMol25 entry of this formula, charge and spin) is 40.8 kcal/mol. The SMILES is NC(F)F.N=C=S. The calculation puts the strongest force on any atom at 8.99 eV/Å. For the lowest unoccupied orbital energy, the calculation gives 0.318 eV. The HOMO energy is -0.3613 hartree. Its frontier orbital gap is 10.15 eV.

Each atom is followed by the atoms it is bonded to, with distances in Å.
Cartesian coordinates (Å):
1 H 1.293 -0.333 -1.238  C8 1.134
2 C -1.679 0.453 -0.050  N4 1.201, S10 1.534
3 H 0.606 -0.231 1.591  N11 1.012
4 N -1.711 -0.731 -0.243  C2 1.201, H7 0.962
5 F 2.708 -0.143 0.127  C8 1.309
6 H -0.228 -0.969 0.450  N11 0.917
7 H -2.415 -1.258 -0.632  N4 0.962
8 C 1.479 0.137 -0.224  H1 1.134, F5 1.309, F9 1.404, N11 1.405
9 F 1.372 1.522 -0.431  C8 1.404
10 S -1.913 1.967 0.045  C2 1.534
11 N 0.487 -0.415 0.603  H3 1.012, H6 0.917, C8 1.405

Which of these has the highest strongest force on any atom? C2H4F2N2S